Molecular formula: C4H5BrCl2
Method: DFT, ωB97M-V/def2-TZVPD

Atoms and positions in Å:
C -0.49 -0.70 0.93
H -1.42 -0.39 1.35
C 0.58 0.17 1.10
C 0.30 1.28 -1.21
Cl -0.30 -0.07 -2.08
H 1.28 1.78 -1.46
C -0.31 -1.77 0.09
H -1.24 -2.20 -0.14
Cl -0.77 2.51 -0.84
H 0.42 -1.92 -0.64
Br 0.41 1.66 2.14
H 1.54 -0.35 0.77

Properties
LUMO level (alpha / beta): -0.3 / -0.4 eV
gap between HOMO and LUMO (alpha / beta): 7.5 / 7.8 eV
spin multiplicity: 1
ΔE to the lowest compared entry with this formula, charge and spin: 73.9 kcal per mole

Molecular formula: CH6N2
Method: DFT, ωB97M-V/def2-TZVPD

Atoms and positions in Å:
H 2.13 0.19 -0.99
N -1.25 0.51 0.34
H 1.67 -0.61 0.36
N -2.03 -0.37 0.08
H -2.12 -1.02 -0.78
C 1.66 0.38 -0.09
H 2.06 1.12 0.45
H -2.70 -0.67 0.90
H 0.56 0.47 -0.28

Properties
LUMO level: 0.8 eV
gap between HOMO and LUMO: 9.1 eV
spin multiplicity: 1
ΔE to the lowest compared entry with this formula, charge and spin: 76.0 kcal per mole

Molecular formula: C16H39FN8O6P2
Method: DFT, ωB97M-V/def2-TZVPD

Atoms and positions in Å:
C 2.16 3.04 -3.99
H 1.07 3.04 -4.07
H 1.50 -0.36 -7.45
H 1.15 2.62 3.13
O -5.64 -2.01 -1.12
H -2.82 2.77 4.77
F -4.72 -1.34 1.68
C -2.15 -1.85 3.87
C 1.67 1.65 3.09
O -7.64 -1.02 -0.91
N -3.90 -3.08 -0.09
C 3.28 -1.67 -5.48
H 2.61 -0.80 -1.40
H 2.48 -2.42 -5.50
C -2.58 1.71 4.63
H 4.46 1.68 -5.85
H 3.19 -0.75 -7.81
H -3.12 1.12 5.38
H -3.75 -1.49 -1.51
H -2.96 1.43 3.64
C -0.56 -1.74 5.64
H 2.42 3.07 -2.93
H -1.59 -2.64 3.34
C 2.69 -0.83 -2.48
O -1.81 0.38 -0.83
N -1.14 1.48 4.71
H 0.67 0.37 -1.31
H 4.03 -1.97 -6.22
H 0.01 -0.78 -2.50
P -0.52 0.30 3.68
O -5.79 -0.19 0.09
H -0.20 1.27 6.60
C 4.17 1.90 -4.83
N 1.83 0.19 -3.05
C -4.26 -1.81 -0.60
H 4.68 1.21 -4.16
N 2.83 -0.33 -5.78
H 0.25 -2.34 5.21
H -1.25 -2.42 6.13
H 2.42 -1.84 -2.81
H -0.11 0.96 -2.76
C 0.54 0.18 -2.38
N -3.66 0.36 0.67
H 3.74 -0.65 -2.71
C -0.50 2.04 5.88
C 2.54 -0.12 -7.19
N 1.10 0.74 4.07
H 2.31 -1.01 3.88
C -6.49 -1.09 -0.68
O -0.33 -0.49 2.42
H -2.72 -1.29 3.13
H 2.99 0.31 4.84
O 0.42 -0.10 -5.06
C -4.58 -0.74 0.46
C 2.06 -0.21 4.59
H 2.72 1.84 3.31
N -1.27 -0.97 4.64
H -3.37 -2.98 0.77
H 0.38 2.63 5.63
H 2.50 3.97 -4.47
H 3.78 -1.72 -4.52
H 1.60 1.27 2.07
H 4.53 2.91 -4.61
H 2.73 0.92 -7.47
C -2.68 0.34 -0.08
H -3.37 -3.60 -0.77
H -2.86 -2.33 4.54
H -1.19 2.72 6.38
H 1.72 -0.67 5.52
P 1.74 0.53 -4.77
H -0.16 -1.11 6.43
N 2.73 1.87 -4.65

Properties
LUMO level: 0.4 eV
gap between HOMO and LUMO: 8.5 eV
spin multiplicity: 1
SMILES: N[C@H]1OC(=O)O[C@]1(F)N=C=O.CN(C)P(=O)(N(C)C)N(C)C.CN(C)P(=O)(N(C)C)N(C)C

Molecular formula: C4H9N2O
Method: DFT, ωB97M-V/def2-TZVPD

Atoms and positions in Å:
O -1.22 1.29 0.61
N 1.07 1.03 -0.07
C -1.86 0.08 0.75
H -2.29 0.13 1.67
C 1.33 -0.25 0.11
H -0.40 2.40 -0.71
C -1.79 -0.88 -0.16
N 2.50 -0.72 0.40
H -0.73 0.90 -1.43
H -2.29 -1.82 0.01
H 3.14 0.04 0.53
C -0.33 1.41 -0.51
H 0.62 -1.09 -0.02
H -1.40 -0.76 -1.09
H 1.83 1.71 -0.06
H 2.61 -1.65 0.76

Properties
LUMO level: -3.8 eV
gap between HOMO and LUMO: 9.4 eV
total charge: +1
spin multiplicity: 1
ΔE to the lowest compared entry with this formula, charge and spin: 61.9 kcal per mole
SMILES: C=COCNC=[NH2+]

These records have energy values of -99312.1503 -4111.0392 -62723.6612 -9313.3306 eV, in the order they appear.